[1]
Density functional theory data (ωB97M-V/def2-TZVPD) for a 6-piece molecular cluster, C46H57ClI3NO6PS overall.

charge: +1
frontier orbital gap: 7.7 eV
lowest unoccupied orbital energy: -2.7600 eV

Last column: Löwdin charge in e.
Geometry (Å):
C1 -1.421 2.991 -3.060  -0.2392
C2 -0.131 2.892 -2.277  -0.7566
I1 0.040 4.334 -0.746  1.0938
C3 0.776 1.968 -2.519  -0.5415
I2 0.221 0.602 -4.091  1.1501
C4 2.161 1.771 -1.755  -0.4439
O1 2.069 1.867 -0.393  -0.1139
C5 1.557 0.779 0.373  -0.1179
C6 0.034 0.522 0.283  -0.4035
C7 -0.546 0.120 1.651  -0.0188
O2 -0.318 -0.368 -0.754  -0.0770
O3 2.495 0.400 -2.105  -0.1648
C8 3.855 0.083 -2.121  -0.7514
Cl1 4.761 0.252 -0.582  0.8310
C9 3.993 -1.428 -2.543  -0.1957
S1 2.453 -2.359 -2.604  0.6483
O4 2.834 -3.709 -2.887  -0.3302
O5 1.802 -2.306 -1.333  -0.3186
C10 4.513 0.901 -3.270  -0.3309
C11 3.788 0.730 -4.608  -0.0535
N1 4.515 2.309 -2.788  -0.1809
P1 5.243 3.397 -4.124  1.0538
C12 6.612 2.435 -4.957  -0.2415
C13 6.195 4.760 -3.279  -0.2356
C14 3.166 2.835 -2.346  -0.1624
C15 3.471 4.050 -1.443  -0.1760
C16 3.163 5.407 -2.099  -0.9049
O6 3.137 5.606 -3.234  0.0227
I3 2.845 7.044 -0.710  0.8294
H1 -1.977 2.059 -2.929  0.0591
H2 -1.237 3.074 -4.133  0.0529
H3 -2.028 3.825 -2.715  0.0442
H4 1.697 1.078 1.415  0.1345
H5 2.115 -0.157 0.308  0.1106
H6 -0.406 1.501 0.064  0.0927
H7 -0.290 -0.917 1.895  0.0948
H8 -1.635 0.172 1.573  0.0884
H9 -0.237 0.818 2.427  0.0871
H10 -0.393 -1.231 -0.322  0.0765
H11 4.541 -1.525 -3.481  0.1147
H12 4.594 -1.959 -1.804  0.0992
H13 1.669 -1.977 -3.654  0.0391
H14 5.515 0.479 -3.346  0.1361
H15 3.133 1.588 -4.771  0.0580
H16 4.477 0.707 -5.451  0.0856
H17 3.145 -0.143 -4.645  0.0459
H18 5.216 2.349 -2.040  0.1169
H19 7.074 1.686 -4.311  0.0504
H20 6.223 2.035 -5.891  0.0366
H21 7.401 3.141 -5.222  0.0481
H22 5.709 5.725 -3.404  0.0415
H23 6.412 4.527 -2.233  0.0483
H24 7.175 4.836 -3.753  0.0451
H25 2.719 3.234 -3.259  0.1272
H26 2.948 4.063 -0.490  0.0539
H27 4.532 4.116 -1.174  0.1124
C17 -2.878 -2.559 -1.217  -0.0954
C18 -2.245 -3.727 -1.623  -0.0898
C19 -2.972 -4.903 -1.747  -0.0897
C20 -4.333 -4.910 -1.472  -0.0896
C21 -4.965 -3.741 -1.068  -0.0917
C22 -4.235 -2.568 -0.939  -0.0993
H28 -2.310 -1.642 -1.119  0.0768
H29 -1.183 -3.721 -1.842  0.0953
H30 -2.478 -5.815 -2.057  0.1032
H31 -4.900 -5.826 -1.571  0.1034
H32 -6.026 -3.747 -0.852  0.1027
H33 -4.723 -1.655 -0.619  0.0973
C23 -5.721 0.612 4.711  -0.0946
C24 -4.653 0.326 5.551  -0.0937
C25 -3.761 -0.685 5.220  -0.0913
C26 -3.931 -1.404 4.045  -0.0977
C27 -4.997 -1.115 3.204  -0.0995
C28 -5.894 -0.110 3.538  -0.0966
H34 -6.418 1.399 4.971  0.1013
H35 -4.516 0.890 6.465  0.0954
H36 -2.932 -0.913 5.879  0.0838
H37 -3.233 -2.191 3.785  0.1006
H38 -5.128 -1.677 2.287  0.0911
H39 -6.728 0.112 2.884  0.0999
C29 -5.657 5.032 -4.414  -0.0942
C30 -6.917 5.313 -3.904  -0.0914
C31 -7.494 4.463 -2.970  -0.0903
C32 -6.806 3.337 -2.539  -0.0937
C33 -5.545 3.058 -3.046  -0.0999
C34 -4.972 3.903 -3.986  -0.1063
H40 -5.209 5.694 -5.145  0.1012
H41 -7.451 6.195 -4.236  0.1031
H42 -8.479 4.679 -2.578  0.1033
H43 -7.255 2.676 -1.807  0.1014
H44 -5.009 2.179 -2.708  0.0952
H45 -3.990 3.682 -4.387  0.0844
C35 -3.115 -1.162 9.845  -0.0914
C36 -2.322 -0.670 8.818  -0.1102
C37 -1.194 -1.372 8.414  -0.1086
C38 -0.865 -2.571 9.031  -0.0972
C39 -1.660 -3.064 10.056  -0.0938
C40 -2.783 -2.358 10.466  -0.0918
H46 -3.993 -0.613 10.162  0.1019
H47 -2.583 0.263 8.332  0.0935
H48 -0.571 -0.984 7.617  0.0977
H49 0.012 -3.120 8.713  0.0996
H50 -1.404 -4.000 10.536  0.1017
H51 -3.400 -2.741 11.269  0.1023
C41 4.232 -5.680 2.515  -0.0985
C42 4.624 -6.822 1.831  -0.0952
C43 4.426 -6.915 0.460  -0.0916
C44 3.843 -5.860 -0.230  -0.0884
C45 3.454 -4.716 0.453  -0.0944
C46 3.645 -4.627 1.826  -0.0978
H52 4.384 -5.610 3.585  0.1001
H53 5.085 -7.643 2.368  0.1017
H54 4.726 -7.809 -0.071  0.1016
H55 3.691 -5.928 -1.300  0.0956
H56 3.001 -3.894 -0.085  0.0624
H57 3.336 -3.736 2.360  0.0961

[2]
Density functional theory data (ωB97M-V/def2-TZVPD) for C46H57Ge2HfN2P2Si2 as an isolated structure.

charge: +2
frontier orbital gap (spin up / spin down): 7.2 / 6.0 eV
ΔE to the lowest compared entry with this formula, charge and spin: 0.000 eV
lowest unoccupied orbital energy (spin up / spin down): -5.7996 / -7.5321 eV
spin multiplicity: 2

Last column: Löwdin charge in e.
Geometry (Å):
Hf1 0.029 -0.676 -0.275  1.3802
C1 -4.510 0.613 -2.167  -0.1509
Si1 -3.583 -0.620 -1.094  0.4262
C2 -4.587 -0.813 0.470  -0.1404
C3 -3.373 -2.215 -2.064  -0.1701
N1 -1.931 -0.039 -0.634  -0.3931
P1 -1.563 1.581 -0.531  0.7137
C4 -0.048 1.421 0.238  -0.4783
P2 1.541 1.683 -0.307  0.7206
N2 1.907 0.117 -0.742  -0.3913
Si2 3.578 -0.482 -1.086  0.4204
C5 3.440 -2.221 -1.776  -0.1729
C6 4.383 0.605 -2.380  -0.1634
C7 4.617 -0.466 0.475  -0.1384
C8 1.729 2.854 -1.647  -0.3171
C9 1.753 4.214 -1.328  -0.0885
C10 1.925 5.156 -2.327  -0.0544
C11 2.069 4.746 -3.647  -0.0532
C12 2.015 3.399 -3.969  -0.0590
C13 1.843 2.453 -2.970  -0.1052
C14 2.637 2.229 1.003  -0.3118
C15 2.362 1.841 2.311  -0.0873
C16 3.251 2.144 3.329  -0.0585
C17 4.418 2.842 3.046  -0.0471
C18 4.691 3.244 1.746  -0.0523
C19 3.804 2.935 0.725  -0.0928
C20 -2.745 2.528 0.430  -0.3011
C21 -2.647 2.454 1.819  -0.0830
C22 -3.569 3.106 2.619  -0.0586
C23 -4.591 3.845 2.036  -0.0480
C24 -4.690 3.929 0.654  -0.0486
C25 -3.773 3.267 -0.149  -0.0929
C26 -1.487 2.276 -2.184  -0.3158
C27 -1.460 3.659 -2.362  -0.0819
C28 -1.392 4.194 -3.637  -0.0518
C29 -1.342 3.356 -4.745  -0.0526
C30 -1.341 1.981 -4.573  -0.0618
C31 -1.414 1.444 -3.298  -0.1162
H1 -5.259 0.027 -2.710  0.0476
H2 -3.937 1.156 -2.915  0.0228
H3 -5.058 1.332 -1.559  0.0275
H4 -5.582 -1.189 0.221  0.0510
H5 -4.717 0.163 0.944  0.0335
H6 -4.149 -1.497 1.195  0.0042
H7 -3.736 -3.081 -1.511  0.0311
H8 -2.334 -2.412 -2.330  -0.0231
H9 -3.936 -2.155 -2.998  0.0458
H10 2.513 -2.383 -2.337  -0.0135
H11 3.517 -2.989 -1.008  0.0273
H12 4.260 -2.372 -2.482  0.0512
H13 3.913 0.524 -3.360  0.0345
H14 5.414 0.255 -2.487  0.0504
H15 4.429 1.659 -2.111  0.0249
H16 4.091 -0.870 1.331  0.0067
H17 4.983 0.524 0.739  0.0252
H18 5.491 -1.103 0.308  0.0522
H19 1.654 4.540 -0.299  0.1207
H20 1.959 6.207 -2.075  0.1173
H21 2.222 5.481 -4.426  0.1181
H22 2.114 3.080 -4.999  0.1192
H23 1.810 1.402 -3.223  0.0961
H24 1.435 1.325 2.538  0.0920
H25 3.028 1.848 4.345  0.1129
H26 5.108 3.086 3.843  0.1173
H27 5.593 3.798 1.523  0.1186
H28 4.032 3.253 -0.285  0.1071
H29 -1.832 1.901 2.272  0.0972
H30 -3.487 3.048 3.696  0.1135
H31 -5.306 4.364 2.660  0.1171
H32 -5.481 4.509 0.199  0.1174
H33 -3.867 3.333 -1.225  0.1018
H34 -1.500 4.326 -1.509  0.1210
H35 -1.385 5.268 -3.765  0.1207
H36 -1.303 3.779 -5.740  0.1190
H37 -1.304 1.321 -5.431  0.1156
H38 -1.462 0.369 -3.179  0.0895
C32 0.415 -6.688 -1.795  -0.2395
Ge1 0.176 -4.964 -2.696  0.7054
C33 1.654 -4.549 -3.890  -0.2437
C34 -1.526 -4.838 -3.639  -0.2415
Ge2 0.062 -3.372 -0.789  0.8600
C35 1.426 -3.376 0.658  -0.3760
C36 1.727 -2.349 1.545  -0.1868
C37 2.500 -2.550 2.681  -0.0632
C38 3.006 -3.814 2.938  -0.0419
C39 2.741 -4.851 2.059  -0.0401
C40 1.960 -4.640 0.933  -0.0948
C41 -1.482 -3.449 0.433  -0.3832
C42 -2.331 -4.557 0.376  -0.1082
C43 -3.222 -4.814 1.408  -0.0427
C44 -3.298 -3.964 2.500  -0.0472
C45 -2.497 -2.830 2.557  -0.0695
C46 -1.611 -2.587 1.521  -0.1732
H39 0.222 -7.478 -2.524  0.0363
H40 -0.269 -6.836 -0.960  0.0200
H41 1.436 -6.815 -1.440  0.0184
H42 1.543 -5.181 -4.773  0.0362
H43 2.622 -4.757 -3.437  0.0260
H44 1.635 -3.511 -4.223  0.0201
H45 -1.508 -5.548 -4.468  0.0371
H46 -1.676 -3.845 -4.057  0.0180
H47 -2.375 -5.078 -3.001  0.0178
H48 1.459 -1.287 1.389  0.0419
H49 2.713 -1.725 3.348  0.1178
H50 3.613 -3.993 3.816  0.1206
H51 3.139 -5.838 2.253  0.1212
H52 1.760 -5.481 0.282  0.0794
H53 -2.283 -5.246 -0.460  0.0929
H54 -3.854 -5.692 1.365  0.1201
H55 -3.990 -4.180 3.303  0.1210
H56 -2.570 -2.144 3.391  0.1231
H57 -1.014 -1.664 1.648  0.0641

> charge of number 1 (C46H57ClI3NO6PS)?

+1